1.
Here is C5H9N3O in the gas phase at a distorted geometry from the Open Molecules 2025 dataset. Energies are from ωB97M-V/def2-TZVPD.

```
18
Properties=species:S:1:pos:R:3:forces:R:3
C 0.86886 2.36588 3.41021 2.021 5.292 -2.275
C 0.97296 0.32354 -0.81511 -2.060 0.272 4.237
C 0.32927 -1.31722 0.93626 -1.558 0.035 1.069
C -1.40908 0.07447 -0.24718 -2.004 0.477 2.229
C -0.04684 0.12620 0.46558 1.749 -2.624 -0.758
N 0.26907 1.34711 3.72777 -1.740 -4.023 5.741
N 1.26091 3.24174 2.76208 0.936 1.235 0.288
N 0.22193 1.08603 1.60288 -0.269 0.298 -4.152
O 0.06396 0.57191 2.74193 -1.757 -2.516 -1.941
H 0.51504 -0.40774 -1.42907 0.392 -0.409 -1.198
H 0.72380 1.32313 -1.01219 0.590 1.414 -1.293
H 1.92682 0.11153 -0.38492 0.915 0.058 -0.587
H 0.89721 -1.19655 1.86026 1.071 -0.554 -0.682
H 0.75370 -1.93934 0.10460 -0.274 0.558 1.157
H -0.56428 -1.79933 1.40379 0.340 -0.016 -0.855
H -2.28942 0.33363 0.45021 1.224 -0.828 -0.799
H -1.51169 0.80445 -1.01126 0.232 0.822 -0.785
H -1.57580 -0.91114 -0.72935 0.191 0.509 0.605
```
Positions in Å, forces in eV/Å.

As for the HOMO-LUMO gap (spin up / spin down): 8.949 / 8.101 eV. The HOMO energy (spin up / spin down) is -9.884 / -9.649 eV. The calculation puts the LUMO energy (spin up / spin down) at -0.9349 / -1.5481 eV.

***

2.
Here is 5 unconnected molecules or ions with the total composition C21H33ClN4O7P2 at a distorted geometry from the Open Molecules 2025 dataset. Energies are from ωB97M-V/def2-TZVPD.

```
68
Properties=species:S:1:pos:R:3:forces:R:3
O 2.94366 -0.66228 -3.10654 6.643 6.100 -1.886
C 3.91816 0.21125 -3.37228 -3.605 -3.325 0.234
O 5.33030 -0.09117 -3.06283 -1.539 3.066 1.559
C 5.89758 1.22266 -2.66422 3.405 2.152 3.339
O 6.78859 1.49488 -1.67648 -6.366 -2.661 -7.095
C 5.18440 2.33285 -3.63744 -3.638 -3.101 1.390
P 5.99069 4.02274 -4.01233 2.099 0.321 0.446
O 7.19552 4.32716 -2.74610 -4.322 -0.163 -0.157
Cl 4.56161 5.62564 -3.92084 0.640 -1.445 0.602
C 3.90461 1.70506 -4.06421 3.437 1.612 0.928
C 2.80739 2.45270 -5.03232 0.728 -0.376 0.212
P 1.13553 2.77046 -4.10232 -5.212 2.322 -0.909
O 0.11438 3.63660 -4.97704 4.436 -3.308 3.029
O 1.50726 3.64964 -2.61202 -0.410 -3.171 -2.124
O 0.30168 1.26382 -3.72615 3.682 2.646 0.238
H 6.68162 4.50492 -1.88134 1.345 -0.505 -1.620
H 3.17751 3.53414 -5.36482 -0.624 -2.344 1.082
H 2.63891 1.86385 -6.05547 0.086 1.016 2.545
H 1.23639 3.08537 -1.82403 0.115 0.686 -1.220
H 0.80666 0.83124 -2.96962 -1.000 0.382 -1.115
C -0.26875 0.11946 2.30793 0.061 -0.100 0.325
C 0.41747 1.47797 2.40901 0.204 -0.529 0.147
C -0.26162 2.55245 1.55749 0.172 -0.406 -0.922
C -0.23011 2.14366 0.09384 -0.015 -1.972 -7.920
N -0.20382 1.80453 -1.12035 -0.098 2.632 9.951
H -0.23534 -0.27545 1.28756 -0.085 0.089 0.088
H 0.23254 -0.60841 2.95376 -0.001 0.113 -0.029
H -1.31781 0.18568 2.61827 0.600 -0.063 -0.028
H 1.46559 1.36935 2.10430 -0.110 0.191 0.035
H 0.41823 1.79877 3.45655 -0.010 0.144 -0.185
H 0.25836 3.50905 1.67490 -0.118 -0.080 -0.284
H -1.30215 2.69099 1.87082 0.084 -0.089 -0.268
C -3.00927 -2.65689 -1.34197 0.024 -0.104 -0.084
C -4.24898 -1.77768 -1.47155 0.032 -0.484 0.055
C -3.95252 -0.29395 -1.24482 0.317 -0.037 0.995
C -3.40346 -0.08841 0.15757 3.052 1.458 7.638
N -2.94811 0.08203 1.32099 -4.329 -1.370 -9.421
H -2.58491 -2.61139 -0.33397 0.007 0.090 -0.172
H -3.26310 -3.70312 -1.53987 0.018 0.127 -0.017
H -2.23578 -2.35230 -2.05622 -0.087 -0.061 0.211
H -5.00339 -2.12028 -0.75274 0.017 0.161 -0.130
H -4.67479 -1.90887 -2.47241 -0.008 0.188 0.131
H -4.86867 0.29440 -1.36206 0.218 0.057 0.203
H -3.22073 0.06820 -1.97518 0.040 0.024 0.268
C 3.79750 -2.53526 0.22359 0.131 0.072 0.007
C 2.92168 -3.56785 0.92601 0.288 0.285 0.171
C 1.81396 -4.11933 0.02624 -0.600 0.917 -0.100
C 0.90175 -2.98744 -0.41771 -5.262 6.123 -2.656
N 0.14498 -2.04843 -0.78585 6.102 -7.391 2.967
H 3.22181 -1.65399 -0.07667 0.016 -0.152 -0.040
H 4.59111 -2.19093 0.89426 -0.074 -0.079 -0.115
H 4.26703 -2.96183 -0.67016 -0.062 0.118 0.099
H 2.48111 -3.10982 1.82005 -0.020 -0.178 -0.130
H 3.55241 -4.39650 1.26623 -0.201 0.001 -0.055
H 1.22390 -4.86425 0.57045 -0.091 0.190 -0.188
H 2.24211 -4.60503 -0.85743 -0.168 0.187 0.022
C -5.81717 -0.18515 5.90344 -0.093 0.068 0.094
C -5.27438 -0.17225 4.47800 -0.146 0.287 0.224
C -4.44495 -1.41423 4.14588 0.849 0.167 0.632
C -3.24804 -1.49708 5.07912 6.780 -0.729 5.038
N -2.25508 -1.56567 5.85325 -7.893 0.599 -6.129
H -5.01042 -0.18389 6.64328 -0.068 -0.069 -0.119
H -6.42598 0.70598 6.08624 0.039 -0.149 -0.020
H -6.44329 -1.06781 6.07694 0.079 0.118 0.017
H -4.66582 0.72962 4.33843 -0.047 -0.212 -0.113
H -6.11467 -0.10522 3.77824 0.189 -0.078 -0.031
H -4.09099 -1.36383 3.11079 0.165 -0.041 0.230
H -5.04988 -2.32112 4.25399 0.201 0.061 0.130
```
Positions in Å, forces in eV/Å.

As for the HOMO-LUMO gap: 7.614 eV. The HOMO energy is -9.850 eV. The calculation puts the LUMO energy at -2.2352 eV.

***

3.
Here is a molecular structure, C37H99CuN9O12 at a distorted geometry from the Open Molecules 2025 dataset. Energies are from ωB97M-V/def2-TZVPD.

```
158
Properties=species:S:1:pos:R:3:forces:R:3
Cu 1.30266 1.78760 2.02000 0.090 -0.907 -1.220
C -0.09605 0.17276 0.43564 -0.230 0.099 -1.860
O -0.61355 0.85797 1.27941 -3.815 4.181 5.292
O -0.74414 -0.28167 -0.50546 -1.340 -2.130 -2.728
O 1.13737 0.15851 0.53460 5.567 -0.440 0.592
C 4.18874 4.49699 4.35643 0.568 -0.114 -0.185
C 3.63260 3.70422 3.14417 0.688 1.673 1.338
C 4.34213 2.40983 2.85465 0.632 1.667 -0.892
O 3.60756 1.78792 1.83234 0.876 -2.314 -0.374
C 4.38281 0.63216 1.38434 -0.168 -0.937 0.391
N 2.26378 3.36197 3.47300 -0.656 -0.248 0.183
H 4.07136 3.92197 5.27495 0.158 -0.092 0.114
H 3.67519 5.44680 4.50550 -0.422 -0.104 -0.197
H 5.22856 4.80896 4.25876 0.190 -0.374 -0.091
H 3.70687 4.43648 2.34020 -0.314 -0.544 -0.609
H 4.51159 1.83295 3.76383 -0.218 -0.415 -0.013
H 5.29315 2.66621 2.38780 0.499 -0.065 0.473
H 3.83559 -0.04806 0.73168 -0.438 0.814 -0.188
H 4.66122 -0.02952 2.20457 -0.351 0.200 0.676
H 5.36946 0.82799 0.96452 -0.242 0.956 -0.431
H 1.75091 4.20139 3.70201 -0.405 0.416 -0.662
H 2.39756 3.02464 4.41555 -0.352 -0.915 0.348
C 1.99932 1.81492 -4.72544 -0.452 0.172 -0.633
C 0.82864 1.46043 -3.78054 0.878 0.051 -1.774
C 0.10732 0.19596 -4.33174 0.613 -0.690 -0.568
O -0.39164 0.20443 -5.68620 0.469 0.535 1.166
C -1.69727 0.73417 -5.76140 -0.044 -0.363 0.681
N 1.37340 1.21365 -2.47201 -0.997 0.512 -0.320
H 2.79444 1.07479 -4.81536 -0.203 -0.517 0.606
H 2.51833 2.73089 -4.44310 -0.326 0.163 0.062
H 1.63984 1.87984 -5.75241 -0.113 0.401 -0.040
H 0.13637 2.29713 -3.68695 -0.136 0.181 -0.367
H -0.58693 -0.25511 -3.62275 -1.085 0.939 0.160
H 0.80457 -0.64029 -4.28068 0.884 0.186 -0.525
H -2.07482 0.58416 -6.77287 -0.015 0.089 0.197
H -1.80295 1.76560 -5.42513 0.413 0.441 -0.419
H -2.27815 0.20091 -5.00887 -0.681 -0.400 -0.225
H 0.51739 1.05723 -1.95929 0.123 -0.719 1.032
H 1.85619 0.33286 -2.57798 0.456 -0.337 0.743
C -4.12147 3.07750 -2.49925 0.131 0.883 0.307
C -3.24981 3.38364 -1.25673 -1.431 -0.355 -0.463
C -3.81507 4.56779 -0.47250 0.863 0.917 -0.598
O -3.73800 5.75970 -1.29027 -0.852 -0.233 0.143
C -2.49774 6.41714 -1.33631 0.817 -0.300 -0.107
N -3.28085 2.16399 -0.46321 0.725 0.220 -0.358
H -5.13517 2.76609 -2.24719 0.018 -0.132 0.521
H -3.67294 2.25146 -3.05112 0.176 0.188 -0.361
H -4.27971 3.97330 -3.09975 0.406 -0.145 -0.264
H -2.21123 3.55160 -1.54178 0.083 0.501 -0.291
H -3.29138 4.74426 0.46701 0.375 -0.104 0.112
H -4.84223 4.35271 -0.17792 -0.171 0.284 -0.446
H -1.70368 5.78189 -1.72875 0.257 -0.594 0.432
H -2.21087 6.83960 -0.37333 0.038 -0.104 0.240
H -2.41189 7.22253 -2.06574 -1.152 0.193 0.006
H -2.38698 2.09985 0.00263 0.184 -0.327 0.989
H -3.18151 1.47081 -1.19104 -0.355 -0.744 0.089
C -1.09427 -4.76336 -1.37417 -0.468 -1.372 -0.139
C -0.33666 -3.69978 -2.08654 0.448 -0.489 0.304
C 0.31270 -4.22452 -3.39523 -0.403 0.334 0.353
O 1.30547 -5.20869 -3.16751 -0.126 0.041 -0.229
C 2.04715 -5.49332 -4.35963 0.082 0.612 0.098
N -1.19246 -2.53543 -2.28429 0.017 0.437 -0.720
H -2.01158 -4.98684 -1.91887 -0.116 -0.092 -0.027
H -1.35827 -4.55673 -0.33700 0.052 0.248 -0.153
H -0.47073 -5.65721 -1.39246 -0.096 -0.210 0.213
H 0.43322 -3.41330 -1.37009 0.584 0.108 -0.246
H 0.73013 -3.36295 -3.91632 0.341 0.231 -0.187
H -0.45913 -4.63461 -4.04654 -0.305 -0.074 -0.113
H 2.46958 -4.56462 -4.74329 0.377 0.196 0.111
H 1.47375 -5.86446 -5.20909 -0.549 -0.381 0.300
H 2.85084 -6.19321 -4.13085 -0.215 0.060 0.167
H -0.84186 -1.99252 -3.06046 0.129 -0.012 -0.397
H -1.03870 -1.91394 -1.50314 0.000 0.407 0.605
C -3.60528 -2.81080 3.11205 -0.675 -1.057 0.891
C -2.34797 -2.04606 2.83277 -0.164 0.429 -1.112
C -1.27094 -2.73636 1.97415 -0.947 1.334 1.355
O -0.89262 -3.88922 2.57795 -0.366 -1.277 1.156
C 0.28913 -4.37212 2.08797 0.966 -2.321 0.125
N -2.82164 -0.91417 2.04320 0.149 0.512 -0.181
H -3.47140 -3.74262 3.66152 0.213 -0.147 -0.167
H -4.18298 -3.01542 2.21067 0.396 -0.190 -0.335
H -4.32621 -2.23879 3.69614 0.334 0.387 0.174
H -1.85301 -1.68481 3.73423 -0.200 -0.058 0.269
H -0.41659 -2.06175 2.02959 0.210 0.434 -0.870
H -1.64882 -2.89041 0.96341 0.118 0.079 -0.366
H 0.20740 -4.64049 1.03469 0.383 0.585 -0.334
H 0.45549 -5.34495 2.55060 -0.101 -0.160 0.225
H 1.18987 -3.82598 2.36813 -0.072 0.728 -0.384
H -2.04513 -0.31900 1.79239 0.277 0.604 0.262
H -2.98931 -1.35408 1.14962 -0.664 0.136 -0.423
C 2.37880 -0.64818 3.90786 0.458 -0.923 -0.627
C 0.93818 -0.49212 4.33739 1.265 -0.162 1.418
C 0.80436 -0.96427 5.82067 0.585 1.040 -1.138
O 1.58006 -0.04947 6.64654 -1.108 -1.186 -0.700
C 1.35492 -0.40147 8.00153 -0.079 0.700 0.362
N 0.60988 0.93671 4.12267 -0.548 -0.816 -0.512
H 3.04033 0.10016 4.34427 -0.255 0.422 -0.334
H 2.36044 -0.69711 2.81911 0.475 0.618 -0.140
H 2.87995 -1.57308 4.19338 -0.467 -0.373 0.261
H 0.27459 -1.08777 3.71054 0.082 0.006 0.050
H 1.23292 -1.95748 5.95469 -0.007 -0.153 -0.240
H -0.26338 -1.04697 6.02361 -0.148 0.473 0.786
H 0.46353 0.12620 8.34081 -0.183 -0.121 0.234
H 2.19261 -0.05978 8.60949 0.064 -0.075 -0.135
H 1.20589 -1.47236 8.13974 0.142 -0.072 -0.047
H 0.91140 1.47231 4.92412 0.042 -0.002 0.270
H -0.39914 0.96025 4.08484 -0.337 0.529 -0.048
C -5.20277 -0.38195 -3.33240 -0.639 -0.406 0.555
C -4.53294 -0.54976 -1.94351 0.000 0.455 -3.251
C -4.59762 -2.00769 -1.40878 -1.015 -0.149 1.718
O -5.93086 -2.17977 -0.89481 0.704 0.331 -0.973
C -6.21421 -3.38446 -0.19826 0.247 -0.108 0.122
N -3.11525 -0.22225 -2.23021 -1.554 -1.919 2.602
H -6.27446 -0.57550 -3.28647 -0.035 0.246 0.186
H -4.83907 -1.10085 -4.06659 0.403 0.053 0.035
H -5.01219 0.63936 -3.66209 -0.201 -0.155 -0.194
H -4.97929 0.19294 -1.28226 0.297 -0.354 0.567
H -3.87687 -2.11643 -0.59836 0.142 0.068 0.343
H -4.29524 -2.77937 -2.11673 -0.267 0.205 -0.626
H -6.01730 -4.29774 -0.75972 0.170 0.077 -0.437
H -7.27946 -3.38660 0.03274 0.136 0.234 0.051
H -5.62884 -3.44896 0.71895 -0.047 0.085 0.157
H -2.68465 -0.98539 -2.73250 0.492 -0.130 -1.382
H -2.66528 -0.29682 -1.32906 1.422 0.855 0.709
C 2.92021 -2.89043 0.14844 0.388 -0.010 0.229
C 3.42085 -2.10138 -1.09045 0.582 -0.843 0.646
C 4.03413 -3.04841 -2.16663 0.527 0.717 1.690
O 5.24092 -3.63928 -1.58095 -2.127 -1.155 -1.758
C 5.61554 -4.88712 -2.25563 1.507 0.721 1.103
N 2.38958 -1.29581 -1.66633 -0.775 -0.409 -0.833
H 3.73926 -3.42202 0.63289 0.069 -0.149 -0.110
H 2.11436 -3.60289 -0.02795 0.167 -0.215 -0.635
H 2.47348 -2.26103 0.91809 0.171 0.593 -0.112
H 4.15465 -1.37387 -0.74351 0.556 -0.343 -0.080
H 4.26095 -2.49201 -3.07606 0.195 0.130 -0.038
H 3.24632 -3.76476 -2.39958 0.200 -0.540 0.009
H 5.99947 -5.52588 -1.46022 0.125 -0.002 0.019
H 6.45597 -4.63906 -2.90387 -0.004 -0.137 -0.210
H 4.93780 -5.53238 -2.81458 -0.914 0.830 0.082
H 1.95671 -0.75280 -0.93294 0.051 0.488 0.462
H 1.63658 -1.93316 -1.88286 -0.372 -0.178 -0.481
C 1.27569 4.95043 -1.30938 -0.697 0.960 0.724
C 1.25915 4.33628 0.11585 -2.995 1.084 -1.681
C -0.19714 4.28409 0.75958 1.705 -0.311 -1.534
O -0.06126 3.73010 2.03367 -1.242 0.637 0.914
C -1.32465 3.80072 2.71572 1.067 -0.193 1.915
N 1.77011 3.01807 -0.01359 1.415 -0.601 1.780
H 2.29634 5.03721 -1.68197 0.032 -0.141 0.049
H 0.87053 5.96058 -1.24986 0.003 0.224 -0.226
H 0.67964 4.40928 -2.04421 -0.002 -0.280 0.141
H 1.87811 5.01156 0.70661 0.135 -0.445 0.503
H -0.83760 3.57926 0.22936 0.021 0.036 -0.725
H -0.68611 5.25786 0.73166 0.110 0.202 0.359
H -2.13352 3.17727 2.33475 0.125 0.247 -0.558
H -1.57328 4.82183 3.00485 -0.420 0.392 -1.106
H -1.13277 3.46306 3.73418 0.185 -0.769 0.019
H 1.47229 2.51731 -0.83861 -0.621 -0.162 -0.406
H 2.72049 3.24207 -0.27188 0.775 -0.933 0.304
```
Positions in Å, forces in eV/Å.

As for the HOMO-LUMO gap (spin up / spin down): 9.120 / 3.268 eV. The HOMO energy (spin up / spin down) is -10.834 / -10.459 eV. As for the total charge: +1. Its expectation value of S² is 2.01. The calculation puts the LUMO energy (spin up / spin down) at -1.7141 / -7.1913 eV. Its spin multiplicity is 3.

***

4.
Here is C3H7N3S in the gas phase at a distorted geometry from the Open Molecules 2025 dataset. Energies are from ωB97M-V/def2-TZVPD.

```
14
Properties=species:S:1:pos:R:3:forces:R:3
C -3.17035 -0.30778 0.23260 -0.500 -0.605 -0.047
C 0.24486 0.05306 -0.28277 -0.307 -0.510 -0.110
C 4.04149 0.10349 0.09774 -1.460 0.131 -0.317
H -3.36810 -1.35281 -0.12269 0.344 1.003 0.079
H -4.05735 0.30345 -0.00036 0.408 -0.180 0.035
H -3.06356 -0.37451 1.32456 0.013 0.110 -0.101
H -1.84278 1.25015 -0.19224 -0.117 -0.611 -0.089
H 0.43150 1.12330 -0.42747 -0.109 -0.111 0.085
H 4.73732 0.93053 0.18914 -0.065 0.012 0.022
H 4.43243 -0.91489 0.09316 0.067 0.033 0.071
N -1.99787 0.25767 -0.42445 -0.490 0.311 0.069
N -0.88951 -0.52233 -0.24512 0.919 0.445 0.067
N 2.78937 0.37484 -0.04053 1.382 -0.297 0.232
S 1.71253 -0.92419 -0.20159 -0.085 0.268 0.001
```
Positions in Å, forces in eV/Å.

As for the HOMO-LUMO gap: 8.916 eV. The HOMO energy is -7.928 eV. The calculation puts the LUMO energy at 0.9881 eV.

***

DFT total energy for the records above, in order: -11840.885 -73698.902 -122580.598 -18527.609 eV